No. 1
{
  "formula": "C31H59FN7O12",
  "method": "ωB97M-V/def2-TZVPD",
  "symbols": ["H", "H", "H", "H", "C", "H", "H", "C", "H", "H", "H", "H", "H", "C", "O", "C", "N", "H", "C", "C", "C", "N", "O", "H", "H", "H", "C", "N", "C", "O", "H", "C", "N", "H", "C", "H", "H", "H", "H", "H", "O", "C", "C", "H", "N", "H", "C", "H", "C", "H", "C", "H", "H", "H", "H", "H", "C", "C", "H", "C", "H", "C", "H", "H", "H", "N", "O", "H", "H", "O", "H", "H", "O", "H", "H", "H", "C", "H", "H", "O", "H", "H", "H", "C", "H", "C", "O", "C", "C", "C", "F", "O", "H", "C", "H", "N", "O", "H", "C", "H", "H", "H", "H", "C", "O", "C", "H", "H", "C", "H"],
  "xyz": [[-3.5179, -2.9739, 1.0611], [-0.4259, -0.9919, -8.9334], [0.2981, -1.0094, -7.3119], [1.7907, 3.7363, -5.4556], [2.5612, 3.2675, 2.0434], [0.6142, 0.2876, -1.6809], [-3.4626, 2.0980, 2.3210], [0.3216, 1.5266, 2.1589], [-1.1044, 0.0062, -7.6320], [-0.6458, -4.3938, -0.6108], [-1.6542, 3.1697, -0.8981], [-0.0218, 3.4775, -1.4220], [1.0819, -8.4018, 3.7376], [-1.2819, 3.6034, 5.7418], [-2.5755, -4.8114, -0.1990], [0.0851, 3.0502, 6.0936], [3.5241, 4.9653, 3.5622], [-1.6898, 4.1320, 6.6055], [2.1626, 0.3695, -0.2468], [-4.4841, -6.1155, 0.4386], [1.0172, 1.0243, -0.9836], [-0.4914, 0.3439, 1.6705], [-0.0717, 2.4582, -3.5888], [-1.0568, -0.5798, -1.4181], [2.2460, -7.9262, 2.4862], [1.3328, 4.3895, 0.6808], [0.1958, -4.0196, -0.0309], [-4.0818, -3.7973, 1.1060], [0.7270, 0.7738, -8.3836], [-3.7028, -0.8680, 1.5526], [-2.0349, 2.5056, -2.9966], [0.1699, -2.4983, 0.0931], [1.1101, 0.9012, -9.6756], [-0.0139, 2.2744, 6.8558], [-0.1842, -0.3851, -8.0622], [-1.9271, -2.6842, -0.2866], [-1.1385, -0.0002, 2.3791], [2.9924, 5.3386, 1.5764], [3.4604, 0.8005, -1.5572], [2.6669, 1.2191, -3.9286], [-0.6807, -9.3038, 1.8969], [1.5775, 3.3425, 0.8573], [0.2947, -8.5923, 1.7718], [0.1521, -4.4761, 0.9595], [-3.0162, 1.2167, 2.0793], [-0.3424, -7.6505, 0.0810], [3.4206, 4.5284, 2.1706], [0.5864, 2.6048, 5.2293], [-1.2660, -1.9697, 0.2110], [0.2706, 4.2855, 2.8228], [1.9938, 1.7694, -4.5933], [0.7695, -2.2452, 0.9806], [0.6746, -2.0604, -0.7725], [-2.0483, 3.0916, 3.4465], [-0.8052, 5.3400, 1.8926], [-4.7571, -6.3724, -0.5834], [1.4548, -8.6303, 2.7406], [2.5181, -4.4482, 0.0764], [3.3832, -4.0601, -0.4744], [-1.1731, 0.6944, 0.3704], [2.1310, 3.7642, -3.7048], [-1.5370, -0.6033, -0.4424], [-5.3897, -5.9963, 1.0306], [3.3990, 3.3733, -4.8545], [-1.2029, 1.0155, -2.6565], [0.4106, -7.7035, 0.7458], [-3.2533, 1.7561, -0.1655], [-3.8944, -6.9339, 0.8481], [2.0208, 3.1560, 2.9888], [-0.8517, 3.4106, 1.2601], [-4.9355, -3.7743, 1.6312], [0.8101, 0.2661, -10.3909], [1.0977, 1.5554, -7.5227], [4.4081, 4.3145, 1.7434], [2.1110, 1.3552, -5.5933], [0.7303, 3.8282, 6.4998], [0.5837, 1.4322, -4.2000], [-1.9855, 2.7934, 5.5164], [3.3366, 4.2056, 4.2029], [3.3379, 2.0780, 1.9859], [0.1590, -0.4290, 1.5119], [1.8633, -9.6392, 2.7536], [-1.5699, -1.9489, 1.2615], [-0.1586, 1.7070, -0.2383], [3.9633, 2.1187, 1.2523], [-0.7030, 4.3509, 2.3392], [1.3988, -4.4586, -0.6787], [-3.8524, 0.1144, 2.2050], [-3.6327, -4.8738, 0.4123], [2.3353, 3.2533, -4.6465], [-4.7260, 0.2528, 3.1917], [0.0640, 0.3601, -4.3697], [1.9881, -0.1494, 0.6994], [0.2613, 2.5521, 1.0166], [-0.1132, 1.8561, 3.1002], [3.3540, 0.3206, -0.6593], [2.5704, -4.8299, 1.2091], [1.2064, -7.1024, 0.6371], [-2.5433, 1.3257, 0.6798], [-2.6041, -0.5724, -0.6366], [4.4413, 5.3284, 3.7792], [-2.6428, 4.7510, 3.2306], [1.7156, 1.6659, -9.9210], [-0.7615, 2.6869, -1.2742], [-1.2061, 4.5303, 4.6689], [-1.7523, 4.1474, 3.4336], [1.4811, 1.7929, -1.6042], [1.3224, 1.1626, 2.3826], [-1.0874, 2.0969, -2.6477], [2.1043, 3.0094, -0.0360]],
  "orbital_gap_ev": 8.14,
  "total_charge": 1,
  "fmax_ev_per_a": 0.9,
  "homo_ev": -10.9
}



No. 2
{
  "formula": "C5H8O2",
  "method": "ωB97M-V/def2-TZVPD",
  "symbols": ["C", "C", "H", "H", "H", "O", "C", "H", "C", "H", "H", "H", "O", "C", "H"],
  "xyz": [[0.5619, 0.0720, -0.2010], [0.5442, 0.4076, 1.2728], [0.0657, 1.3835, 1.4284], [1.5459, 0.4325, 1.7107], [1.5403, -1.2654, -1.6858], [-2.6610, -0.2256, 0.6590], [-1.6760, -0.8895, 0.1163], [-1.2364, 1.0176, -0.9043], [1.6882, -0.6427, -0.8035], [-0.8186, -0.4776, -1.7845], [-2.7070, 0.7180, 0.3748], [-0.0563, -0.3555, 1.7929], [1.5108, 0.7560, -1.0066], [-0.8414, -0.0151, -0.7897], [2.5398, -0.9157, -0.1796]],
  "orbital_gap_ev": 9.59,
  "total_charge": 0,
  "fmax_ev_per_a": 0.4,
  "homo_ev": -8.8
}



No. 3
{
  "formula": "C44H57CrN7O4S",
  "method": "ωB97M-V/def2-TZVPD",
  "symbols": ["H", "H", "H", "H", "H", "O", "C", "H", "H", "H", "N", "H", "H", "C", "C", "H", "H", "C", "H", "H", "H", "N", "H", "H", "C", "H", "H", "N", "H", "H", "C", "C", "C", "N", "C", "H", "C", "H", "Cr", "C", "H", "H", "S", "N", "H", "H", "C", "C", "C", "H", "H", "C", "O", "C", "H", "N", "H", "C", "C", "C", "C", "H", "H", "H", "O", "C", "C", "H", "H", "C", "C", "O", "H", "C", "N", "C", "C", "C", "C", "H", "C", "H", "C", "H", "H", "H", "H", "C", "C", "C", "H", "H", "C", "H", "C", "H", "H", "H", "C", "C", "H", "H", "H", "C", "H", "C", "C", "C", "H", "C", "H", "H", "C", "H"],
  "xyz": [[-3.5678, 1.5866, -3.6878], [5.2898, -4.3904, 0.8321], [-0.8330, -0.9776, -4.9508], [-3.5748, -4.6117, -1.0187], [-1.1063, 1.9075, -3.9924], [-3.2648, -0.9690, -6.0866], [-2.5333, -0.5689, -0.3637], [5.8991, -2.8077, -1.0113], [-1.8419, 1.7954, -1.5599], [2.4585, 1.0539, 7.0347], [2.1923, -0.5940, -4.0827], [0.0824, 1.2470, -5.1088], [2.9013, -0.2826, -1.2930], [2.4751, -2.4096, 0.5395], [-0.7439, 2.4692, 2.9193], [-4.2450, -3.0617, -0.5116], [5.6529, -1.8018, 3.3995], [-4.0214, 0.7838, -4.2718], [-2.7802, -3.5826, -3.1553], [0.7102, -5.1943, -4.1608], [-1.1677, -5.1125, -2.5486], [0.4153, 0.8469, -3.0824], [-4.2302, 1.5178, -1.9851], [6.6925, -0.9980, 0.6286], [0.5133, -4.2757, -3.6063], [-4.9669, 2.0658, -5.7202], [-5.7788, 2.3022, -1.6479], [1.1546, 0.9096, -0.9963], [-5.4509, 2.1019, 0.7625], [3.8096, -4.8159, -0.0100], [-0.5799, -3.3340, -1.5441], [5.1712, -3.6053, -1.1690], [1.2887, 2.5214, 4.3822], [1.1723, 0.9785, 2.6637], [1.6028, -3.0398, -0.3361], [4.5293, 1.7583, 4.8867], [-3.5481, 3.6032, 2.2072], [0.7251, 5.1900, 3.8362], [0.4965, -0.1718, 1.1575], [3.2835, -1.0363, 2.0280], [1.9701, -3.9253, -0.8382], [4.2808, 0.0100, 3.5689], [-2.7818, 0.2323, -5.4630], [-0.3140, -1.5433, -0.1031], [-4.9311, -3.9073, -1.9119], [-5.6473, 0.4384, -5.6400], [-3.4224, 1.4880, 0.7516], [0.3063, -2.6404, -0.6303], [1.5927, 0.1102, -3.0229], [-1.7666, -0.5778, -3.4834], [3.5936, 2.9246, 5.8041], [-3.0083, -2.9538, -2.2931], [-2.4207, 1.3612, -6.2810], [-4.0069, -3.6778, -1.3792], [-4.2392, -0.0754, -3.6366], [-1.2824, 0.7783, 1.2461], [5.6904, -4.4562, -1.6135], [-0.4855, 1.0406, -4.2090], [-4.7620, 2.1587, -1.2783], [-4.7797, 1.5288, 0.1204], [-1.3666, -0.1902, -4.4236], [3.4017, -0.1215, 6.1169], [-1.1189, 3.3324, 3.4541], [-0.7201, 2.6255, -0.4783], [1.7537, -0.4707, -5.2161], [4.3351, -1.9824, 1.7330], [5.7114, -1.9451, 2.3174], [-4.2625, 3.1287, -1.2557], [1.3575, 3.4552, 6.2848], [2.3644, 0.8581, 3.3181], [3.4050, 0.8929, 6.5171], [3.1893, -1.2389, -3.8124], [-3.4891, -0.6734, -0.8638], [-1.5667, -1.5223, -0.6455], [2.1741, -1.2973, 1.2770], [0.5030, 1.9918, 3.2920], [-1.5710, 1.9100, 1.9555], [0.2299, 1.3404, -1.8438], [-0.8668, 2.2814, -1.4991], [0.3508, -5.2429, -1.6832], [3.8276, -2.8518, 0.8146], [4.2133, 0.9750, 7.2458], [-1.7424, -2.6248, -1.5634], [-4.2483, 4.0141, 1.4766], [-3.6238, 2.8923, 4.2608], [6.0790, 0.1418, 1.8229], [7.5489, -0.7884, 2.1628], [-4.2974, 3.3159, 3.5151], [-2.8988, 2.3799, 1.6402], [0.8649, 3.6068, 5.3221], [-5.1035, 2.6009, 3.3459], [-0.2099, 3.5322, 5.5008], [6.5625, -0.8274, 1.6980], [-6.0152, 1.6127, -4.3643], [2.0162, 0.1568, -1.7179], [-4.7305, 4.2334, 3.9166], [1.4674, -3.7949, -3.3948], [2.2792, 5.1187, 4.6680], [-2.4015, 0.4969, 0.5155], [-5.2438, 1.2570, -5.0449], [-0.0711, -3.6107, -4.2456], [6.2046, -2.9033, 2.1474], [-0.8594, 3.1409, -2.1718], [3.3660, -0.0442, 2.9936], [4.4274, -3.2481, -1.8779], [-0.2469, -4.5769, -2.3091], [2.4518, 1.8151, 4.3979], [3.5713, 1.9166, 5.3861], [-2.7913, 4.3693, 2.3876], [1.2024, 5.0085, 4.8001], [-5.1901, 0.5184, 0.0566], [-3.4697, -2.0389, -2.6781], [4.5207, -4.0049, 0.1602], [0.8590, 5.7681, 5.5043]],
  "orbital_gap_ev": [6.05, 5.63],
  "total_charge": 0,
  "fmax_ev_per_a": 1.0,
  "homo_ev": [-6.8, -6.6],
  "spin_multiplicity": 5
}



no.,calculated total energy (hartree)
1,-2602.473118
2,-345.660225
3,-3837.825763